Entry 1:
The following is a quantum chemistry calculation of a 2-piece molecular cluster, C31H29F3N overall, from OMol25.

The geometry in ORCA input format:
```
! wB97M-V def2-TZVPD RIJCOSX def2/J DEFGRID3
* xyz 1 1
F 1.881 6.388 -1.495
C 1.995 5.070 -1.113
C 3.177 4.400 -1.437
C 3.264 3.080 -0.991
F 4.463 2.418 -1.132
C 2.205 2.404 -0.416
C 0.912 3.019 -0.433
C -0.264 2.219 -0.469
C -1.579 2.715 -0.788
C -2.734 2.005 -0.329
C -4.016 2.481 -0.580
C -4.242 3.622 -1.366
C -3.118 4.317 -1.815
F -3.319 5.477 -2.519
C -1.816 3.896 -1.559
C 0.919 4.452 -0.496
H 3.986 4.882 -1.977
H 2.318 1.398 -0.019
H -0.166 1.174 -0.131
H -2.575 1.094 0.265
H -4.866 1.956 -0.148
H -5.245 3.957 -1.625
H -0.983 4.474 -1.934
H 0.064 5.025 -0.144
C 1.466 -4.692 4.788
C 1.533 -3.345 5.094
C 0.996 -2.376 4.214
C 1.008 -1.004 4.559
C 0.410 -0.062 3.741
C -0.210 -0.459 2.538
C -0.215 -1.790 2.127
C -0.890 -2.109 0.796
C 0.032 -1.892 -0.427
C -0.081 -3.023 -1.458
C 0.042 -2.467 -2.887
C -1.145 -1.526 -3.166
C -1.278 -0.518 -2.038
N -0.094 -0.528 -1.084
C 1.150 -0.419 -1.959
C 1.302 -1.579 -2.930
C 0.391 -2.793 2.964
C 0.424 -4.173 2.651
C 0.931 -5.110 3.551
H 1.834 -5.434 5.499
H 1.985 -3.004 6.029
H 1.487 -0.698 5.492
H 0.399 0.996 4.017
H -0.689 0.293 1.904
H -1.226 -3.155 0.804
H -1.789 -1.477 0.694
H 1.065 -1.899 -0.046
H 0.754 -3.708 -1.265
H -1.010 -3.596 -1.324
H 0.090 -3.275 -3.621
H -0.988 -0.989 -4.104
H -2.080 -2.083 -3.264
H -1.359 0.506 -2.422
H -2.189 -0.708 -1.461
H 1.110 0.542 -2.490
H 1.991 -0.377 -1.261
H 2.199 -2.143 -2.663
H 1.441 -1.168 -3.933
H 0.029 -4.506 1.691
H 0.911 -6.171 3.302
*
```

Calculated values
LUMO in eV: -6.2
Strongest force on any atom in eV/Å: 2.1

Entry 2:
The following is a quantum chemistry calculation of C31H29InN2O6Te as an isolated structure, from OMol25.

The geometry in ORCA input format:
```
! wB97M-V def2-TZVPD RIJCOSX def2/J DEFGRID3
* xyz 0 1
In 0.130 1.251 0.900
C 3.781 3.312 3.073
O 4.319 1.999 2.979
C 3.573 0.988 3.523
C 4.180 0.182 4.460
C 3.514 -0.914 5.010
C 2.233 -1.179 4.598
C 1.585 -0.381 3.636
C 0.269 -0.833 3.243
N -0.445 -0.327 2.307
N -1.635 -0.966 1.994
C -2.309 -0.303 1.089
O -1.945 0.818 0.547
C -3.602 -0.884 0.639
C -4.426 -0.142 -0.199
C -5.631 -0.669 -0.639
C -6.012 -1.946 -0.255
C -5.188 -2.693 0.578
C -3.990 -2.164 1.028
C 2.251 0.738 3.074
O 1.739 1.565 2.187
H 4.629 3.994 3.074
H 3.219 3.437 4.002
H 3.133 3.526 2.225
H 5.195 0.425 4.747
H 4.001 -1.539 5.745
H 1.695 -2.027 5.005
H -0.139 -1.701 3.761
H -4.109 0.845 -0.505
H -6.270 -0.083 -1.288
H -6.951 -2.360 -0.602
H -5.483 -3.690 0.879
H -3.341 -2.732 1.680
O 0.744 -0.633 -0.298
C 0.708 -0.429 -1.737
C 0.930 1.089 -1.986
O 1.100 1.460 -3.125
O 0.895 1.864 -0.947
C 1.859 -1.198 -2.369
C 3.035 -1.393 -1.653
C 4.107 -2.049 -2.239
C 4.015 -2.507 -3.545
C 2.846 -2.302 -4.264
C 1.772 -1.650 -3.679
C -0.659 -0.879 -2.236
C -1.543 -0.036 -2.896
C -2.793 -0.502 -3.282
C -3.176 -1.805 -3.007
C -2.296 -2.653 -2.351
C -1.043 -2.194 -1.981
H 0.237 -1.427 -0.078
H 3.113 -1.031 -0.636
H 5.018 -2.197 -1.673
H 4.853 -3.018 -4.002
H 2.770 -2.650 -5.286
H 0.867 -1.482 -4.247
H -1.251 0.980 -3.129
H -3.474 0.165 -3.797
H -4.156 -2.158 -3.297
H -2.581 -3.675 -2.135
H -0.346 -2.882 -1.510
C 0.865 4.994 0.618
Te -0.921 3.953 1.109
C -1.643 3.837 -0.886
H 0.620 6.008 0.315
H 1.364 4.451 -0.181
H 1.489 5.009 1.507
H -0.802 3.603 -1.533
H -2.127 4.770 -1.157
H -2.363 3.020 -0.901
*
```

Calculated values
LUMO in eV: 0.0
Strongest force on any atom in eV/Å: 0.3
Relative energy (zero: lowest compared OMol25 entry of this formula, charge and spin) in eV: 0.000

Entry 3:
The following is a quantum chemistry calculation of C31H29IrN2O2PSSbSe4 as an isolated structure, from OMol25.

The geometry in ORCA input format:
```
! wB97M-V def2-TZVPD RIJCOSX def2/J DEFGRID3
* xyz 0 1
Ir 0.007 0.269 0.305
O 0.546 0.365 -2.654
N 1.201 0.447 -1.428
C 2.462 0.520 -1.591
C 3.497 0.656 -0.562
C 4.798 0.561 -1.065
C 5.901 0.654 -0.237
C 5.711 0.851 1.121
C 4.426 0.956 1.630
C 3.303 0.866 0.812
P 1.653 1.112 1.572
C 1.508 2.933 1.618
C 0.602 3.520 2.500
C 0.429 4.895 2.509
C 1.134 5.695 1.619
C 2.015 5.114 0.718
C 2.204 3.738 0.721
C 1.871 0.655 3.310
C 1.400 -0.584 3.722
C 1.512 -0.974 5.047
C 2.103 -0.124 5.969
C 2.580 1.117 5.564
C 2.459 1.513 4.242
H -0.305 -0.028 -2.421
H 2.813 0.453 -2.617
H 4.938 0.398 -2.126
H 6.897 0.567 -0.649
H 6.560 0.921 1.788
H 4.295 1.098 2.693
H 0.026 2.895 3.173
H -0.270 5.342 3.204
H 0.994 6.769 1.627
H 2.566 5.731 0.020
H 2.906 3.297 0.023
H 0.902 -1.238 3.021
H 1.099 -1.927 5.352
H 2.175 -0.417 7.008
H 3.036 1.786 6.283
H 2.818 2.491 3.947
Se -2.633 -2.672 4.732
Sb -2.416 -2.311 2.382
Se 0.760 -2.061 0.204
Se -1.458 0.170 2.284
Se -0.028 -3.371 1.985
N -1.776 -0.494 -0.772
H -2.220 0.009 -1.536
H -2.414 -0.456 0.031
H -1.642 -1.478 -1.009
O -0.909 2.276 0.024
S -1.127 3.498 -0.820
C -2.167 4.515 0.210
C -2.301 5.857 -0.107
C -3.096 6.657 0.701
C -3.729 6.108 1.809
C -3.571 4.763 2.117
C -2.779 3.951 1.318
C -2.342 3.010 -2.039
C -3.475 2.307 -1.645
C -4.372 1.890 -2.613
C -4.137 2.183 -3.955
C -3.004 2.884 -4.334
C -2.092 3.298 -3.370
H -1.786 6.275 -0.965
H -3.212 7.708 0.471
H -4.344 6.736 2.440
H -4.056 4.342 2.988
H -2.610 2.907 1.565
H -3.640 2.084 -0.596
H -5.259 1.341 -2.324
H -4.845 1.857 -4.706
H -2.823 3.103 -5.377
H -1.191 3.830 -3.651
*
```

Calculated values
LUMO in eV: -0.7
Strongest force on any atom in eV/Å: 0.3
Relative energy (zero: lowest compared OMol25 entry of this formula, charge and spin) in eV: 0.251

Entry 4:
The following is a quantum chemistry calculation of C31H29N5O2PdSTe as an isolated structure, from OMol25.

The geometry in ORCA input format:
```
! wB97M-V def2-TZVPD RIJCOSX def2/J DEFGRID3
* xyz 0 1
Pd -0.200 0.573 1.378
N -7.789 -3.191 -4.004
C -6.982 -2.642 -3.397
C -5.970 -1.953 -2.637
C -4.750 -2.574 -2.379
C -3.779 -1.906 -1.652
C -4.017 -0.620 -1.178
C -5.239 -0.006 -1.434
C -6.214 -0.666 -2.162
C -2.961 0.084 -0.393
C -3.077 0.029 1.003
C -4.176 -0.421 1.766
C -3.889 -0.132 3.090
C -2.612 0.453 3.099
N -2.135 0.571 1.859
C -1.996 0.778 -1.105
C -2.020 1.026 -2.515
C -1.033 1.938 -2.770
C -0.422 2.207 -1.513
N -0.967 1.525 -0.528
H -4.571 -3.575 -2.747
H -2.830 -2.382 -1.439
H -5.419 0.994 -1.060
H -7.164 -0.191 -2.367
H -5.085 -0.850 1.373
H -4.514 -0.310 3.951
H -2.027 0.783 3.944
H -2.722 0.598 -3.215
H -0.771 2.386 -3.717
H 0.394 2.892 -1.327
C 2.690 -0.708 -5.175
C 2.643 -0.102 -3.798
C 2.044 -0.790 -2.746
C 1.983 -0.248 -1.473
C 2.535 1.003 -1.249
C 3.131 1.715 -2.279
C 3.189 1.153 -3.546
S 2.293 1.763 0.350
C 3.991 2.129 0.773
O 1.936 0.605 1.262
H 3.311 -1.606 -5.183
H 3.100 -0.008 -5.903
H 1.691 -0.998 -5.505
H 1.605 -1.765 -2.927
H 1.504 -0.779 -0.662
H 3.538 2.707 -2.112
H 3.657 1.705 -4.353
H 4.598 1.234 0.643
H 3.973 2.446 1.816
H 4.342 2.948 0.145
Te -0.122 -1.690 2.598
C 1.955 -2.097 2.494
C 2.494 -2.791 1.412
C 3.861 -3.024 1.326
C 4.711 -2.572 2.328
C 4.182 -1.898 3.421
C 2.814 -1.668 3.504
H 1.837 -3.150 0.628
H 4.261 -3.563 0.476
H 5.776 -2.756 2.263
H 4.835 -1.556 4.215
H 2.405 -1.154 4.366
N 1.625 1.521 4.174
C 0.912 2.644 3.891
N 0.614 3.454 4.955
O 0.561 2.934 2.753
H 1.889 1.265 5.105
H 1.805 0.888 3.411
H 0.779 3.176 5.904
H -0.011 4.218 4.776
*
```

Calculated values
LUMO in eV: -0.5
Strongest force on any atom in eV/Å: 0.6
Relative energy (zero: lowest compared OMol25 entry of this formula, charge and spin) in eV: 0.369

Entry 5:
The following is a quantum chemistry calculation of one molecule with the formula C31H29N5O3, from OMol25.

The geometry in ORCA input format:
```
! wB97M-V def2-TZVPD RIJCOSX def2/J DEFGRID3
* xyz 0 1
C 4.381 -3.000 1.595
N 4.047 -1.631 1.319
C 4.820 -0.872 0.505
O 5.896 -1.230 -0.041
C 4.168 0.496 0.381
C 3.702 0.860 -1.022
C 4.853 0.891 -2.024
C 4.822 0.037 -3.141
C 5.934 -0.045 -3.981
C 7.044 0.770 -3.751
C 7.041 1.693 -2.686
C 5.933 1.752 -1.834
N 3.049 0.378 1.311
C 2.268 1.457 1.618
C 1.104 1.445 2.297
C 0.448 2.753 2.676
C -0.646 2.607 3.774
C -1.106 3.817 4.296
C -2.080 3.881 5.255
C -2.530 2.674 5.794
N -3.556 2.677 6.770
O -3.867 1.622 7.350
O -4.156 3.732 7.052
C -1.944 1.454 5.443
C -1.052 1.409 4.381
C 2.936 -0.927 1.964
C 1.625 -1.671 1.653
C 3.165 -0.852 3.483
H 5.222 -3.295 0.954
H 4.659 -3.137 2.653
H 3.517 -3.646 1.384
H 4.858 1.272 0.766
H 2.983 0.090 -1.344
H 3.188 1.840 -1.013
H 3.937 -0.588 -3.293
H 5.921 -0.752 -4.815
H 7.923 0.700 -4.393
H 7.886 2.357 -2.516
H 5.909 2.452 -0.982
H 2.535 2.350 1.069
H 0.806 0.472 2.718
H 1.194 3.601 2.898
H -0.750 4.769 3.881
H -2.544 4.806 5.583
H -2.247 0.557 5.974
H -0.739 0.413 4.005
H 1.515 -1.789 0.563
H 1.654 -2.648 2.162
H 0.754 -1.119 2.012
H 4.188 -0.501 3.688
H 2.449 -0.168 3.952
H 3.033 -1.859 3.903
C -0.233 3.556 1.383
C 0.629 3.695 0.213
N 1.454 3.828 -0.610
C -0.902 4.957 1.644
C -2.282 5.056 1.935
C -2.806 6.305 2.302
C -2.005 7.436 2.397
C -0.690 7.342 1.956
C -0.126 6.116 1.586
C -1.241 2.529 1.111
N -1.959 1.594 1.177
H -2.881 4.125 1.940
H -3.860 6.372 2.490
H -2.434 8.399 2.665
H -0.096 8.233 1.878
H 0.939 5.999 1.280
*
```

Calculated values
LUMO in eV: -1.0
Strongest force on any atom in eV/Å: 4.2
Structure (SMILES): CN1C(=O)[C@@H](Cc2ccccc2)N(/C=C/[C@H](c2ccc([N+](=O)[O-])cc2)C(C#N)(C#N)c2ccccc2)C1(C)C

Entry 6:
The following is a quantum chemistry calculation of C31H29N9O9S3Ti as an isolated structure, from OMol25.

The geometry in ORCA input format:
```
! wB97M-V def2-TZVPD RIJCOSX def2/J DEFGRID3
* xyz -2 1
Ti 0.795 1.863 -1.683
N 0.890 4.599 0.858
N 0.155 5.286 -0.120
C -0.044 4.727 -1.371
O -0.832 5.229 -2.147
O 0.695 3.674 -1.637
H 0.266 4.081 1.471
H 1.451 5.269 1.366
H -0.674 5.779 0.181
C -5.718 -1.860 2.414
C -4.872 -0.708 1.938
C -4.282 -0.738 0.681
C -3.471 0.302 0.246
C -3.247 1.397 1.063
C -3.846 1.448 2.316
C -4.645 0.403 2.748
S -2.170 2.755 0.581
O -3.067 3.894 0.506
O -1.189 2.802 1.658
N -1.479 2.371 -0.754
C -2.336 2.405 -1.940
C -1.836 1.303 -2.855
O -2.573 0.566 -3.481
O -0.526 1.217 -2.892
H -5.106 -2.744 2.603
H -6.463 -2.137 1.666
H -6.241 -1.609 3.338
H -4.443 -1.593 0.033
H -3.006 0.248 -0.729
H -3.668 2.307 2.950
H -5.100 0.446 3.732
H -2.247 3.362 -2.466
H -3.393 2.231 -1.728
S 2.072 -0.391 -2.428
C 2.343 -0.133 -4.113
C 2.620 -1.281 -4.924
N 2.866 -2.215 -5.553
C 2.363 1.117 -4.643
S 2.128 2.527 -3.657
C 2.654 1.324 -6.028
N 2.882 1.504 -7.143
O 3.313 4.045 -1.096
C 3.370 3.083 -0.373
C 4.454 2.933 0.693
C 4.438 1.454 0.999
C 3.126 0.976 0.384
O 2.714 -0.156 0.575
N 2.536 1.956 -0.373
H 4.151 3.541 1.549
H 5.394 3.327 0.310
H 4.459 1.185 2.054
H 5.245 0.913 0.498
C 4.302 -3.005 1.912
C 2.938 -3.512 1.537
C 2.147 -4.215 2.435
C 0.861 -4.613 2.098
C 0.354 -4.343 0.834
N -0.973 -4.755 0.552
C -1.856 -4.285 -0.396
O -2.739 -5.006 -0.840
N -1.732 -2.977 -0.777
C -1.095 -1.915 -0.095
C -1.053 -1.814 1.286
C -0.423 -0.717 1.841
C 0.123 0.246 1.010
N 0.062 0.156 -0.316
C -0.523 -0.909 -0.858
C 1.153 -3.680 -0.091
C 2.417 -3.251 0.272
H 4.538 -3.236 2.952
H 4.338 -1.923 1.778
H 5.076 -3.446 1.281
H 2.525 -4.427 3.430
H 0.236 -5.118 2.827
H -1.234 -5.676 0.862
H -2.296 -2.739 -1.578
H -1.506 -2.577 1.907
H -0.367 -0.589 2.913
H 0.596 1.128 1.412
H -0.546 -0.953 -1.939
H 0.787 -3.459 -1.086
H 2.989 -2.674 -0.443
*
```

Calculated values
LUMO in eV: 3.9
Strongest force on any atom in eV/Å: 1.0
Relative energy (zero: lowest compared OMol25 entry of this formula, charge and spin) in eV: 1.233

Entry 7:
The following is a quantum chemistry calculation of C31H30ClIN5O2Re as an isolated structure, from OMol25.

The geometry in ORCA input format:
```
! wB97M-V def2-TZVPD RIJCOSX def2/J DEFGRID3
* xyz 1 4
Re 0.309 -0.016 -0.309
C -2.509 1.727 -0.403
C -2.755 1.505 1.097
C -2.337 0.152 1.673
C -3.344 -0.961 1.926
C -3.132 -1.991 2.926
C -1.992 -2.724 2.944
C -1.048 -2.632 1.882
N -1.240 -1.930 0.807
N -1.114 1.656 -0.917
C -1.211 1.481 -2.391
C -1.278 0.026 -2.766
C -2.015 -0.405 -3.854
C -1.994 -1.745 -4.212
C -1.250 -2.617 -3.432
C -0.560 -2.117 -2.349
N -0.538 -0.820 -2.010
C -0.400 2.913 -0.614
C 1.031 2.954 -1.103
C 1.769 4.130 -1.053
C 3.080 4.125 -1.504
C 3.616 2.939 -1.986
C 2.818 1.810 -1.987
N 1.557 1.819 -1.566
H -2.921 2.714 -0.654
H -3.076 0.969 -0.943
H -3.826 1.658 1.244
H -2.239 2.280 1.668
H -4.374 -0.745 1.661
H -3.945 -2.229 3.598
H -1.846 -3.495 3.681
H -0.182 -3.282 1.877
H -0.298 1.875 -2.847
H -2.059 2.039 -2.802
H -2.610 0.303 -4.409
H -2.555 -2.098 -5.061
H -1.209 -3.671 -3.654
H -0.014 -2.783 -1.698
H -0.372 3.023 0.474
H -0.945 3.770 -1.033
H 1.332 5.030 -0.652
H 3.673 5.026 -1.481
H 4.630 2.890 -2.350
H 3.186 0.862 -2.353
Cl 6.197 -0.915 3.237
C 4.679 -0.334 2.662
C 4.183 0.859 3.143
C 2.965 1.338 2.686
I 2.100 3.125 3.366
C 2.224 0.652 1.726
O 1.094 1.073 1.265
C 2.743 -0.576 1.226
N 1.984 -1.183 0.261
C 2.429 -2.340 -0.212
C 3.613 -2.939 0.221
C 4.395 -2.325 1.168
C 3.970 -1.094 1.701
H 4.751 1.421 3.869
H 1.840 -2.813 -0.984
H 3.903 -3.886 -0.205
H 5.320 -2.765 1.503
C -3.539 -2.224 -0.874
O -2.873 -1.014 -0.528
C -2.327 -1.062 0.757
C -1.279 0.269 2.757
H -4.491 -2.309 -0.342
H -2.919 -3.095 -0.643
H -3.719 -2.173 -1.945
H -1.764 0.227 3.733
H -0.743 1.210 2.671
H -0.551 -0.540 2.716
*
```

Calculated values
LUMO (alpha / beta) in eV: -2.7 / -3.1
Strongest force on any atom in eV/Å: 1.2
<S²>: 3.778
Relative energy (zero: lowest compared OMol25 entry of this formula, charge and spin) in eV: 0.422

What are the molar mass values for these records? In order: 472.57; 768.00; 1154.44; 769.69; 519.61; 815.69; 853.18 Da.